1.
Here is C3H7N2 as an isolated structure in a non-equilibrium geometry from the OMol25 dataset. Energies are from the ωB97M-V functional and the def2-TZVPD basis.

```
! wB97M-V def2-TZVPD RIJCOSX def2/J DEFGRID3
* xyz 1 1
C -1.21 1.04 0.09
C -1.20 -0.91 -0.03
C 2.30 0.17 -0.02
N -0.21 0.16 0.18
N -2.19 0.20 -0.01
H -1.09 2.14 0.16
H -1.03 -1.47 -1.07
H -1.43 -1.47 0.88
H 2.54 1.14 -0.10
H 1.93 -0.42 0.81
H 2.54 -0.34 -0.90
H -3.09 0.36 -0.46
*
```

For the relative energy (zero: lowest compared OMol25 entry of this formula, charge and spin), the calculation gives 4.894 eV. Its largest force on an atom is 4.4 eV Å⁻¹. For the electronic energy, the calculation gives -227.5745 Eh. Its orbital gap is 7.125 eV.

***

2.
Here is one molecule with the formula C4H10NP in a non-equilibrium geometry from the OMol25 dataset. Energies are from the ωB97M-V functional and the def2-TZVPD basis.

```
! wB97M-V def2-TZVPD RIJCOSX def2/J DEFGRID3
* xyz 0 1
C 2.02 -0.24 0.06
C 1.02 0.23 -1.08
C -1.37 1.42 0.38
C -1.25 -1.48 0.28
N 1.13 -0.10 1.19
P -0.15 -0.05 0.28
H 2.49 -1.24 -0.13
H 2.91 0.42 0.12
H 1.17 1.30 -1.37
H 0.93 -0.40 -1.96
H -1.77 1.54 1.38
H -0.83 2.43 0.10
H -2.19 1.33 -0.28
H -0.79 -2.25 -0.33
H -1.09 -1.86 1.33
H -2.23 -1.07 0.04
*
```

For the relative energy (zero: lowest compared OMol25 entry of this formula, charge and spin), the calculation gives 1.266 eV. Its largest force on an atom is 3.0 eV Å⁻¹. For the electronic energy, the calculation gives -554.4382 Eh. Its orbital gap is 8.662 eV.

***

3.
Here is an isolated ion of composition C2H2NO4 and charge -1 in a non-equilibrium geometry from the OMol25 dataset. Energies are from the ωB97M-V functional and the def2-TZVPD basis.

```
! wB97M-V def2-TZVPD RIJCOSX def2/J DEFGRID3
* xyz -1 1
O 2.42 -0.55 0.34
C 1.48 0.22 0.05
O 1.58 1.28 -0.56
N 0.17 -0.21 0.56
C -0.87 -0.11 -0.40
O -0.97 -0.76 -1.39
O -1.84 0.83 -0.09
H 0.29 -1.19 0.78
H -2.26 0.50 0.71
*
```

For the relative energy (zero: lowest compared OMol25 entry of this formula, charge and spin), the calculation gives 0.843 eV. Its largest force on an atom is 2.4 eV Å⁻¹. For the electronic energy, the calculation gives -433.2186 Eh. Its orbital gap is 7.802 eV. The SMILES is O=C([O-])NC(=O)O.

***

4.
Here is C6H9N as an isolated structure from the OMol25 dataset. Energies are from the ωB97M-V functional and the def2-TZVPD basis.

```
! wB97M-V def2-TZVPD RIJCOSX def2/J DEFGRID3
* xyz 0 1
C -0.64 -1.58 0.58
N -1.18 -0.31 0.27
C -0.82 0.68 1.10
C 1.15 0.44 0.22
C 0.84 -0.03 -1.20
C -0.60 0.42 -0.92
C -0.03 1.44 0.12
H -0.83 -1.86 1.62
H 0.68 -0.84 0.66
H -0.92 -2.37 -0.12
H -0.74 0.55 2.18
H 2.12 0.74 0.59
H 1.02 -1.08 -1.46
H 1.23 0.64 -1.97
H -1.32 0.63 -1.71
H 0.03 2.53 0.02
*
```

For the relative energy (zero: lowest compared OMol25 entry of this formula, charge and spin), the calculation gives 6.348 eV. Its largest force on an atom is 0.4 eV Å⁻¹. For the electronic energy, the calculation gives -288.5488 Eh. Its orbital gap is 8.083 eV.

***

5.
Here is C4H6FO4Pt as an isolated structure in a non-equilibrium geometry from the OMol25 dataset. Energies are from the ωB97M-V functional and the def2-TZVPD basis.

```
! wB97M-V def2-TZVPD RIJCOSX def2/J DEFGRID3
* xyz 1 3
C -4.29 0.20 0.09
O -3.46 0.31 1.20
H -4.45 1.18 -0.41
H -3.85 -0.49 -0.64
H -5.29 -0.19 0.37
C -5.07 1.89 4.94
O -3.89 1.37 4.83
C -3.97 0.74 2.86
C -4.90 1.93 2.64
O -5.72 2.08 3.83
O -5.63 1.83 6.05
F -4.68 -0.42 3.11
H -2.90 0.83 3.08
H -4.31 2.84 2.49
H -5.60 1.76 1.83
Pt -3.97 1.40 6.61
*
```

For the relative energy (zero: lowest compared OMol25 entry of this formula, charge and spin), the calculation gives 4.150 eV. Its largest force on an atom is 17.0 eV Å⁻¹. For the electronic energy, the calculation gives -675.5263 Eh. Its orbital gap (alpha / beta) is 6.158 / 4.171 eV.